Entry 1:
A cluster of 2 separate species, C14H22FINO3P2 in total at a distorted geometry. Source: the Open Molecules 2025 dataset; level of theory: ωB97M-V/def2-TZVPD.

Calculated values
- Charge: +1
- Orbital gap: 7.082 eV

The geometry in XYZ format:
```
44
Properties=species:S:1:pos:R:3:lowdin_charge:R:1
O -2.0553 -3.9216 4.1943 -0.435
P -1.8880 -2.4928 3.8791 0.654
P -1.9039 -2.2337 1.6643 1.004
C -0.2571 -1.6415 1.1882 -0.277
C -0.2399 -0.8190 -0.1343 -0.362
C 0.2720 0.5823 0.1298 -0.677
I 0.4027 1.6509 -1.7151 0.888
C -2.2376 -3.8996 1.0510 -0.167
C -1.0204 -4.4709 0.3812 -0.572
O -0.2047 -5.1260 0.8835 0.227
F -0.9221 -4.0324 -0.8584 0.149
C -3.1470 -1.0078 1.1748 -0.427
C -4.3055 -1.3672 0.5156 -0.038
C -5.1881 -0.3423 0.1843 -0.020
C -4.8645 0.9565 0.5307 -0.009
C -3.6736 1.1943 1.2132 -0.087
N -2.8145 0.2327 1.5445 0.077
H -2.8830 -1.6410 4.3941 0.013
H -0.6366 -1.9782 4.2693 0.015
H 0.0941 -1.0202 2.0070 0.085
H 0.4200 -2.4882 1.1164 0.100
H 0.4163 -1.3257 -0.8294 0.100
H -1.2174 -0.7567 -0.6006 0.082
H -0.4029 1.1361 0.7648 0.023
H 1.2585 0.5431 0.5700 0.051
H -3.0666 -3.9313 0.3521 0.103
H -2.4758 -4.5402 1.8976 0.101
H -4.5694 -2.3749 0.2479 0.106
H -6.1047 -0.5643 -0.3323 0.123
H -5.5218 1.7692 0.2811 0.120
H -3.4233 2.2034 1.5025 0.123
C 5.2949 3.8725 -1.7538 -0.169
C 5.6197 2.5413 -2.4264 -0.168
C 4.2330 2.0460 -2.8128 -0.232
O 3.4458 3.2100 -3.0695 -0.190
C 4.1407 4.3742 -2.6096 -0.202
H 6.1325 4.5670 -1.7283 0.113
H 4.9600 3.7040 -0.7275 0.112
H 6.2226 2.7101 -3.3208 0.116
H 6.1533 1.8427 -1.7840 0.112
H 3.7689 1.4839 -1.9925 0.084
H 4.2384 1.4159 -3.7028 0.118
H 4.5043 4.9298 -3.4797 0.119
H 3.4459 5.0093 -2.0594 0.116
```

---

Entry 2:
The molecule C5H6S at a distorted geometry. Source: the Open Molecules 2025 dataset; level of theory: ωB97M-V/def2-TZVPD.

Calculated values
- SMILES: CCC#CC=S
- Orbital gap: 7.564 eV
- Energy above the lowest of the compared OMol25 structures with the same formula, charge and spin: 4.027 eV

The geometry in XYZ format:
```
12
Properties=species:S:1:pos:R:3:lowdin_charge:R:1
C -2.0330 0.9090 -0.0434 -0.121
C -1.1266 -0.3884 0.2467 -0.228
C 0.3686 -0.3917 0.0705 0.005
C 1.5924 -0.5846 0.0054 -0.145
C 2.9434 -0.5435 0.0086 -0.682
S 4.1859 0.6209 0.0943 0.592
H -3.1069 0.8012 -0.5026 0.073
H -1.4243 1.4330 -0.9389 0.094
H -2.2793 1.7215 0.8916 0.125
H -1.0774 -1.2743 -0.5326 0.152
H -1.2718 -0.7512 1.1810 0.055
H 3.2289 -1.5520 -0.4804 0.080
```

---

Entry 3:
A cluster of 2 separate species, C12H12O3 in total at a distorted geometry. Source: the Open Molecules 2025 dataset; level of theory: ωB97M-V/def2-TZVPD.

Calculated values
- Orbital gap: 7.644 eV
- Energy above the lowest of the compared OMol25 structures with the same formula, charge and spin: 7.118 eV

The geometry in XYZ format:
```
27
Properties=species:S:1:pos:R:3:lowdin_charge:R:1
C 3.8454 -0.5834 0.1447 -0.051
C 3.3270 0.3054 -0.8178 -0.052
C 2.9184 -1.1221 0.9991 -0.091
C 2.0390 0.8176 -0.7329 0.006
C 1.6248 -0.6958 1.0640 -0.018
C 1.1838 0.3950 0.3117 -0.209
C -3.5931 -1.7037 -1.3438 -0.197
C -2.7146 -0.7640 -0.5694 -0.282
C -1.4588 -0.4696 -0.8766 -0.085
C -0.6296 2.2886 0.5532 -0.066
C -0.7667 1.3064 1.7157 -0.080
C -0.1142 0.9471 0.4665 -0.169
O -4.7922 -1.8130 -1.1052 0.033
O -3.3635 -0.0309 0.4336 -0.009
O -0.6587 -1.0316 -1.6822 0.081
H 4.7712 -0.8987 -0.0225 0.060
H 3.9895 0.4852 -1.6066 0.085
H 3.2656 -1.9508 1.5283 0.090
H 1.6679 1.4318 -1.4566 0.090
H 0.9684 -1.3003 1.7175 0.138
H -2.9923 -2.1525 -2.1319 0.108
H -1.5338 2.6020 0.2605 0.067
H 0.0065 3.1349 0.6320 0.106
H -0.1755 1.4320 2.5811 0.092
H -1.8133 1.0711 2.0664 0.125
H -4.2353 0.1491 0.0392 0.100
H -0.7661 -1.8496 -2.1678 0.127
```

---

Entry 4:
A structure of composition C2H5N3O at a distorted geometry. Source: the Open Molecules 2025 dataset; level of theory: ωB97M-V/def2-TZVPD.

Calculated values
- Orbital gap: 9.030 eV
- Energy above the lowest of the compared OMol25 structures with the same formula, charge and spin: 6.651 eV

The geometry in XYZ format:
```
11
Properties=species:S:1:pos:R:3:lowdin_charge:R:1
C -0.0631 -0.7863 -1.4099 -0.083
N 0.8409 1.0965 1.4810 0.064
C -0.3713 0.3029 1.3660 -0.364
N 0.8763 -0.0243 0.5762 -0.080
N 0.2954 0.3640 -0.6097 0.005
O -1.2305 0.5284 0.3398 -0.058
H 0.7480 1.9486 0.9211 0.104
H -0.6984 -0.2424 2.2474 0.138
H -0.8071 -0.4724 -2.1411 0.090
H -0.4326 -1.6285 -0.8192 0.089
H 0.8424 -1.0864 -1.9516 0.096
```